DFT (wB97M-V/def2-TZVPD) results for a structure of composition C44H39As2N2OS2SeY in a non-equilibrium geometry.

```
92
Properties=species:S:1:pos:R:3:forces:R:3:mulliken_charge:R:1
Y 0.09792 -0.25944 -1.05083 0.536 -0.576 0.023 -0.0688
Se 0.35451 -0.85085 -3.59164 -0.371 -0.065 -0.841 -0.0466
C -1.49143 -0.22790 -3.74741 0.675 -0.244 0.255 0.2958
C -1.84641 0.68219 -4.73223 -0.064 0.083 -0.005 -0.6494
C -3.18248 1.05456 -4.82531 0.616 0.014 -0.270 -0.5344
N -4.11766 0.59236 -4.02048 -0.748 0.096 0.182 -0.5579
C -3.77801 -0.26571 -3.08035 -0.013 -0.083 0.235 -0.6918
C -2.47699 -0.71682 -2.89158 0.114 -0.139 0.122 0.1360
H -1.10756 1.06644 -5.41849 -0.005 0.072 -0.026 0.5949
H -3.51792 1.74120 -5.59001 0.077 0.095 -0.106 0.4164
H -4.58939 -0.62152 -2.46105 -0.025 -0.124 0.154 0.4357
H -2.27551 -1.49659 -2.15171 -0.083 0.157 -0.235 0.6299
O -1.28588 -1.05022 0.23384 -1.064 0.257 0.631 -0.8533
As -0.84671 -2.60172 0.70016 -0.136 -2.299 0.896 1.7588
C -2.11235 -3.85538 -0.05500 0.226 0.331 0.139 0.5804
C -1.73493 -5.10703 -0.52701 0.266 0.172 0.079 -0.2014
C -2.71352 -5.97758 -0.97704 0.042 -0.026 0.007 -0.8292
C -4.04915 -5.60750 -0.93750 0.043 -0.003 -0.010 -0.5270
C -4.42383 -4.36959 -0.43772 0.020 0.064 0.022 -0.7589
C -3.45411 -3.48946 0.00893 0.160 0.405 0.094 -0.5284
C 0.91594 -2.95533 -0.06735 -0.668 0.196 -0.033 -0.3436
C 0.96698 -3.30334 -1.42194 -0.499 -0.230 -0.079 -0.0742
C 2.19092 -3.52843 -2.03443 0.157 -0.049 0.061 -0.8374
C 3.35553 -3.43727 -1.28582 -0.262 -0.118 -0.145 -0.7301
C 3.30603 -3.10139 0.06031 -0.185 -0.044 0.240 -0.8946
C 2.08834 -2.84961 0.67594 0.234 -0.089 0.291 -0.8307
C -0.94618 -2.78501 2.61092 0.039 0.118 -0.324 0.3391
C -1.67126 -1.84695 3.33452 0.064 0.274 -0.359 -0.3008
C -1.93884 -2.08440 4.67249 0.000 0.006 -0.070 -0.7564
C -1.49255 -3.25515 5.26345 0.021 -0.009 0.020 -0.4414
C -0.76505 -4.18715 4.53586 0.036 -0.049 -0.050 -0.7706
C -0.49270 -3.96165 3.19829 0.105 0.059 -0.307 -0.3284
H -0.68807 -5.39315 -0.53847 -0.091 -0.081 -0.058 0.4245
H -2.43045 -6.94635 -1.35569 0.020 -0.119 -0.043 0.4551
H -4.80334 -6.29011 -1.29509 -0.082 -0.086 -0.027 0.4293
H -5.46623 -4.09459 -0.39330 -0.081 0.035 0.002 0.4524
H -3.71487 -2.51105 0.41006 -0.136 -0.169 -0.100 0.4662
H 0.04073 -3.46025 -1.98131 0.352 0.137 0.104 0.6093
H 2.23083 -3.79668 -3.08068 -0.027 -0.011 -0.025 0.5614
H 4.30030 -3.66279 -1.75479 0.139 0.012 -0.040 0.4972
H 4.21381 -3.04780 0.64118 0.057 -0.037 0.021 0.5595
H 2.03811 -2.61362 1.73588 0.052 0.044 -0.153 0.8527
H -2.01682 -0.94504 2.83706 -0.025 -0.052 0.155 0.4043
H -2.50537 -1.36569 5.24473 -0.031 0.047 0.039 0.4443
H -1.71958 -3.44775 6.30002 0.002 -0.025 0.117 0.4176
H -0.42402 -5.09568 5.00581 0.039 -0.089 0.061 0.4374
H 0.05752 -4.68316 2.60034 -0.039 -0.070 0.176 0.4055
S 1.57039 0.43657 1.38545 -1.130 -0.317 0.087 -0.2880
C 3.19745 0.69258 1.65647 0.910 0.668 -0.380 0.3200
N 3.78353 1.87806 1.54027 -0.441 -0.465 0.207 0.0639
C 5.14991 2.01301 2.00300 0.401 0.296 0.190 -0.7722
C 5.72943 0.60444 2.13331 -0.054 -0.341 -0.099 -0.4432
S 4.30181 -0.53975 2.15989 -0.096 0.288 0.042 -0.0168
H 3.22651 2.70976 1.38272 -0.153 -0.110 -0.196 0.0491
H 5.15520 2.54785 2.95976 0.023 -0.111 -0.118 0.3591
H 5.71684 2.59774 1.27674 0.000 -0.016 0.098 0.3434
H 6.28863 0.45297 3.05239 0.045 0.125 -0.027 0.4612
H 6.35503 0.33575 1.28310 -0.033 0.044 0.039 0.2835
C -0.31287 4.07522 -5.70384 -0.032 0.024 -0.029 -0.4436
C 0.68014 3.11237 -5.79541 0.056 0.004 0.002 -0.8061
C 1.21046 2.54493 -4.64699 0.133 -0.126 0.303 -0.3419
C 0.75149 2.95805 -3.39815 -0.208 -0.072 -0.047 0.5536
C -0.24137 3.93771 -3.31176 0.224 -0.216 0.430 -0.7651
C -0.76698 4.49621 -4.46383 -0.035 -0.005 0.038 -0.7386
As 1.26025 2.04334 -1.75346 1.002 2.451 -0.736 1.9476
C 1.40113 3.57750 -0.54297 -0.002 -0.249 -0.235 0.0592
C 0.40502 3.75616 0.41526 0.027 -0.348 -0.161 0.1262
C 0.36256 4.92724 1.15558 -0.044 0.012 -0.003 -0.8151
C 1.30487 5.91802 0.92693 -0.034 0.005 0.078 -0.5853
C 2.30946 5.73455 -0.01046 0.069 -0.002 -0.029 -0.7587
C 2.36410 4.56427 -0.74723 -0.003 -0.377 -0.120 -0.1588
C 3.08386 1.41609 -2.07092 -0.071 0.004 0.049 0.2432
C 4.05274 2.16808 -2.73481 -0.261 0.109 -0.001 0.2038
C 5.34415 1.67967 -2.86688 -0.012 0.003 0.003 -0.9948
C 5.67607 0.43325 -2.35763 -0.030 0.041 0.028 -0.9513
C 4.70797 -0.34426 -1.74348 -0.067 -0.090 0.086 -0.5632
C 3.42152 0.14771 -1.60299 -0.535 -0.021 -0.022 1.5319
H -0.74325 4.49491 -6.60034 0.019 0.066 -0.091 0.4324
H 1.03701 2.79279 -6.76318 0.035 -0.021 -0.077 0.4407
H 1.96590 1.76797 -4.71948 -0.075 0.074 -0.047 0.4223
H -0.59533 4.25121 -2.32911 0.000 0.047 -0.247 0.4105
H -1.53439 5.25280 -4.39259 -0.050 0.039 0.000 0.4521
H -0.33067 2.96538 0.57926 0.107 0.280 0.029 0.3549
H -0.41013 5.07568 1.89498 -0.058 0.000 0.048 0.4577
H 1.25816 6.84207 1.48040 -0.013 0.099 0.094 0.4050
H 3.03347 6.51462 -0.17995 0.131 0.093 -0.015 0.4703
H 3.14423 4.39529 -1.48524 -0.111 0.234 0.094 0.3302
H 3.78727 3.12108 -3.18240 0.064 -0.056 0.075 0.4631
H 6.09151 2.26576 -3.37938 0.045 0.075 -0.053 0.4866
H 6.68161 0.05481 -2.45515 0.110 -0.021 -0.062 0.4562
H 4.95155 -1.33278 -1.38473 0.036 -0.013 0.033 0.3140
H 2.64655 -0.48415 -1.13004 0.654 0.111 -0.077 -1.0476
```
Forces are in eV/Å.

Output
**Net charge**: +2
**DFT total energy**: -261014.477 eV
**Largest force on an atom**: 2.75 eV Å⁻¹
**Energy relative to the best compared isomer or geometry (same formula, charge and spin)**: 130.6 kJ/mol
**Lowest unoccupied orbital energy**: -5.2 eV
**Gap between HOMO and LUMO**: 7.8 eV